{"formula": "C19H29N3O4S", "method": "wB97M-V/def2-TZVPD", "species": ["C", "C", "N", "O", "C", "C", "S", "O", "O", "N", "C", "C", "H", "H", "C", "C", "O", "N", "H", "C", "H", "H", "C", "C", "C", "C", "C", "C", "C", "H", "H", "H", "H", "H", "H", "H", "H", "H", "H", "H", "C", "C", "H", "H", "H", "H", "H", "H", "H", "C", "H", "H", "H", "H", "H", "H"], "coordinates": [[-5.02, -1.49, 1.96], [-5.25, -0.19, 1.29], [-6.04, 0.74, 1.76], [-6.00, 1.79, 0.88], [-5.18, 1.49, -0.13], [-4.67, 0.24, 0.07], [-3.55, -0.71, -0.92], [-3.20, 0.07, -2.08], [-4.13, -2.01, -1.14], [-2.30, -0.89, 0.17], [-1.48, 0.29, 0.33], [-0.46, 0.46, -0.79], [-0.99, 0.69, -1.72], [0.19, 1.30, -0.55], [0.37, -0.81, -0.99], [1.34, -1.04, 0.17], [1.26, -0.46, 1.24], [2.27, -1.99, -0.08], [2.36, -2.33, -1.03], [3.40, -2.19, 0.79], [3.60, -3.26, 0.87], [3.11, -1.81, 1.77], [4.64, -1.45, 0.27], [4.34, 0.01, 0.09], [3.97, 0.50, -1.09], [3.58, 1.93, -1.33], [3.95, 2.82, -0.15], [3.58, 2.13, 1.16], [4.40, 0.86, 1.32], [5.45, 1.12, 1.52], [4.03, 0.29, 2.18], [2.52, 1.87, 1.15], [3.75, 2.80, 2.01], [5.03, 3.01, -0.16], [3.44, 3.78, -0.23], [2.50, 1.97, -1.50], [4.06, 2.29, -2.24], [3.93, -0.14, -1.96], [5.45, -1.59, 0.99], [4.95, -1.89, -0.68], [-0.57, -2.01, -1.16], [-1.53, -2.11, 0.02], [-2.24, -2.92, -0.13], [-0.97, -2.27, 0.95], [0.00, -2.94, -1.25], [-1.16, -1.88, -2.07], [0.98, -0.69, -1.90], [-2.16, 1.15, 0.35], [-0.97, 0.22, 1.29], [-4.97, 2.48, -1.22], [-5.92, 2.74, -1.67], [-4.31, 2.04, -1.96], [-4.53, 3.39, -0.82], [-5.73, -1.62, 2.77], [-4.00, -1.53, 2.34], [-5.14, -2.29, 1.23]], "lowdin_charge": [-0.012, -0.318, 0.116, 0.027, -0.275, -0.176, 0.687, -0.285, -0.271, -0.227, -0.175, -0.120, 0.106, 0.114, -0.222, -0.469, 0.070, 0.067, 0.144, -0.165, 0.119, 0.116, -0.133, -0.263, -0.068, -0.188, -0.199, -0.192, -0.152, 0.124, 0.114, 0.104, 0.110, 0.115, 0.108, 0.103, 0.110, 0.109, 0.118, 0.112, -0.117, -0.179, 0.116, 0.137, 0.116, 0.120, 0.145, 0.121, 0.125, 0.017, 0.097, 0.071, 0.096, 0.086, 0.085, 0.081], "relative_energy_kcal_mol": 50.5, "max_force_ev_per_a": 1.4, "homo_lumo_gap_ha": 0.3563, "homo_energy_ha": -0.3338, "smiles": "Cc1noc(C)c1S(=O)(=O)N1CCC(C(=O)NCCC2=CCCCC2)CC1"}